This record from the OMol25 dataset describes C16H25GaN5O5 as an isolated structure at a distorted geometry. The level of theory is ωB97M-V with the def2-TZVPD basis set.

## Properties
ΔE to the lowest compared entry with this formula, charge and spin = 520.34 kJ/mol
Kohn-Sham gap (alpha / beta) = 6.6 / 5.6 eV

The geometry in ORCA input format:
```
! wB97M-V def2-TZVPD RIJCOSX def2/J DEFGRID3
* xyz 1 1
O 4.25820 2.36560 -1.79590
H 4.44990 2.76220 -2.65190
Ga 0.00000 0.00000 0.00000
N -1.74740 -0.48250 -0.77400
N 0.62420 -0.45490 -1.80580
O -3.02530 -0.46250 -0.18210
O 1.94180 -0.50560 -2.30470
C -1.69250 -0.88550 -1.99120
C -0.28340 -0.92910 -2.57660
C -2.87800 -1.34230 -2.84870
C -0.07470 -1.49390 -3.98660
H -3.81910 -0.90890 -2.51020
H -2.98320 -2.42620 -2.80940
H -2.76590 -1.04520 -3.89080
H 0.94200 -1.85630 -4.13630
H -0.26410 -0.72810 -4.73810
H -0.72770 -2.34300 -4.18660
H -2.84700 -0.15750 0.71970
H 2.42540 0.06670 -1.67780
O 0.21600 -2.32930 0.46580
H -0.60850 -1.77400 0.31290
H 0.96460 -1.83420 0.00810
C 2.97730 2.71440 -1.42950
H 2.77640 2.62810 -0.37110
H 2.22040 2.35390 -2.11150
H 2.91930 3.79350 -1.57430
O -0.94370 2.14530 -0.10390
H -1.26400 1.36860 -0.65990
H -0.79120 1.76050 0.80930
C -3.82570 -2.10080 4.01950
C -3.85270 -0.72120 3.79370
C -2.80350 -0.09040 3.10780
C -1.72400 -0.84900 2.61570
C -1.71030 -2.24260 2.87470
C -2.75270 -2.85800 3.56320
N -0.58620 -0.22020 2.00000
N 0.46120 -0.62380 2.57640
C 1.70110 -0.22280 2.09180
C 2.67380 -0.01950 3.08540
C 3.31590 1.21190 3.12510
C 2.80390 2.20880 2.30540
C 1.82790 1.86410 1.35670
N 1.56340 0.56650 1.02000
H -4.62800 -2.58430 4.56130
H -4.68410 -0.13730 4.16700
H -2.82590 0.98170 2.96170
H -0.87910 -2.85960 2.56420
H -2.71320 -3.92610 3.75340
H 2.77850 -0.67460 3.94070
H 4.01550 1.45850 3.91370
H 3.08970 3.24260 2.45510
H 1.29700 2.67080 0.86290
*
```

This record from the OMol25 dataset describes C16H25GeN6PReS4Sb as an isolated structure at a distorted geometry. The level of theory is ωB97M-V with the def2-TZVPD basis set.

## Properties
ΔE to the lowest compared entry with this formula, charge and spin = 165.16 kJ/mol
Kohn-Sham gap = 7.1 eV

The geometry in ORCA input format:
```
! wB97M-V def2-TZVPD RIJCOSX def2/J DEFGRID3
* xyz 2 1
Re 1.10982 1.73716 -0.08084
C 0.32319 -3.74482 1.59081
N 0.31827 -2.30485 1.70378
C -0.04881 -1.64364 2.87493
C 0.01181 -0.32109 2.54016
N 0.29856 -0.16033 1.18916
C 0.43091 -1.41618 0.72988
P 1.05352 -1.88522 -0.94994
C 0.09829 -0.63108 -1.89916
N 0.08310 0.67603 -1.61388
C -0.50461 1.29074 -2.68227
C -0.89156 0.35684 -3.61479
N -0.52892 -0.83822 -3.05863
C -0.93156 -2.20017 -3.53110
C 2.58262 -0.89027 -0.62992
N 2.65039 0.24826 0.01940
C 3.91736 0.41203 0.44443
C 4.66140 -0.73000 0.06555
N 3.75813 -1.52589 -0.51119
C 4.02564 -2.87929 -0.96072
H 0.69615 -4.03408 0.65246
H -0.66163 -4.15047 1.81848
H 0.99221 -4.11863 2.36595
H -0.24182 -2.10129 3.86203
H -0.02971 0.58616 3.12602
H -0.45481 2.38365 -2.82611
H -1.28133 0.51756 -4.62909
H -1.30105 -2.65062 -2.62644
H -0.03546 -2.79090 -3.86668
H -1.74182 -2.18588 -4.20988
H 4.17814 1.29849 1.00969
H 5.74226 -1.01935 0.28495
H 5.03846 -2.98345 -1.30401
H 3.27996 -3.12750 -1.73821
H 3.85872 -3.57329 -0.13092
S -1.03295 4.35966 1.04342
Sb 0.52869 4.27375 2.69561
S 2.36489 2.93243 -1.24699
S 1.72841 2.36856 2.23820
S 0.87758 5.73605 4.22384
C -4.00494 2.82989 -0.25964
Ge -2.68161 1.69454 0.51784
C -3.01724 1.70124 2.43025
C -2.77222 -0.20164 -0.31545
C -0.82872 2.70202 0.27758
H -4.95041 2.67335 0.21876
H -4.11869 2.70516 -1.33107
H -3.61927 3.90110 -0.13726
H -2.60999 2.67250 2.80193
H -2.56615 0.88126 2.98404
H -4.02643 1.96278 2.48504
H -3.56008 -0.65793 0.19778
H -1.87487 -0.73295 -0.10693
H -3.16582 -0.37453 -1.32769
H -1.12597 2.97239 -0.80319
*
```

This record from the OMol25 dataset describes an isolated molecule of C16H25N3O2 at a distorted geometry. The level of theory is ωB97M-V with the def2-TZVPD basis set.

## Properties
ΔE to the lowest compared entry with this formula, charge and spin = 64.68 kJ/mol
Kohn-Sham gap = 8.9 eV

The geometry in ORCA input format:
```
! wB97M-V def2-TZVPD RIJCOSX def2/J DEFGRID3
* xyz 0 1
O -0.14364 -0.79035 2.22032
C -0.15139 -0.89049 1.00673
N -1.27686 -0.69525 0.25983
C -2.54549 -0.38935 0.88607
C -3.62547 -1.37075 0.41484
C -4.01535 -1.13174 -1.04185
C -4.47686 0.30811 -1.24466
C -3.38039 1.28279 -0.82598
C -2.99025 1.05492 0.63245
N 0.99011 -1.21012 0.31365
C 1.06400 -1.79333 -1.00408
C 2.17916 -1.09930 -1.81331
N 3.29563 -0.67922 -0.98021
C 3.40933 0.75578 -0.77722
C 2.22928 1.45806 -0.17714
C 1.98573 1.91838 1.08325
C 0.70892 2.52902 1.04791
C 0.27165 2.40090 -0.23130
O 1.18268 1.75607 -0.98269
C 3.41502 -1.49728 0.20485
C 2.17532 -1.46388 1.11638
H -1.19644 -0.49889 -0.72194
H -2.36992 -0.52658 1.95865
H -3.26232 -2.39203 0.54286
H -4.50600 -1.24403 1.04732
H -4.81477 -1.82076 -1.32286
H -3.16250 -1.33800 -1.69288
H -4.74288 0.47136 -2.29148
H -5.36876 0.48885 -0.64051
H -3.72784 2.31050 -0.95453
H -2.51033 1.14794 -1.47387
H -3.85213 1.26421 1.26893
H -2.18437 1.73070 0.92264
H 1.28948 -2.86584 -0.90722
H 0.11423 -1.70796 -1.52954
H 1.77777 -0.22631 -2.32901
H 2.55548 -1.79997 -2.57032
H 4.27888 0.92786 -0.13944
H 3.61012 1.19703 -1.76043
H 2.63237 1.83938 1.93305
H 0.19635 2.99264 1.86530
H -0.62364 2.72506 -0.72400
H 4.29388 -1.17554 0.76598
H 3.59559 -2.52066 -0.13950
H 2.07744 -2.41496 1.65896
H 2.24235 -0.66569 1.85652
*
```

This record from the OMol25 dataset describes an isolated molecule of C16H25N3O3S. The level of theory is ωB97M-V with the def2-TZVPD basis set.

## Properties
ΔE to the lowest compared entry with this formula, charge and spin = 86.23 kJ/mol
Kohn-Sham gap = 9.4 eV

The geometry in ORCA input format:
```
! wB97M-V def2-TZVPD RIJCOSX def2/J DEFGRID3
* xyz 0 1
C 4.70146 -3.40044 -2.75751
C 3.51436 -2.69948 -2.09811
C 3.80679 -2.39019 -0.62899
N 2.32530 -3.50663 -2.26293
S 0.86594 -2.78642 -2.55530
O -0.06572 -3.85219 -2.77522
O 1.07095 -1.79719 -3.57047
C 0.41626 -1.94885 -1.03860
C 0.62385 -0.58893 -0.91659
C 0.29430 0.05818 0.25957
C -0.26402 -0.65991 1.32263
N -0.61023 -0.06535 2.52274
C -0.96366 1.24699 2.83311
O -0.94949 1.61234 3.98798
N -1.32810 2.02056 1.78574
C -1.80098 3.37993 1.96242
C -3.31602 3.46658 1.76672
C -3.79298 4.90331 1.95717
C -3.07837 5.83788 0.98599
C -1.56757 5.74927 1.17785
C -1.08659 4.31406 0.98512
C -0.44180 -2.04250 1.18772
C -0.10608 -2.68095 0.01158
H 4.46483 -3.62784 -3.79246
H 5.57909 -2.76064 -2.72717
H 4.92621 -4.32977 -2.23893
H 3.29452 -1.77499 -2.64039
H 4.00714 -3.31222 -0.08578
H 4.68049 -1.74877 -0.55070
H 2.96389 -1.88658 -0.16114
H 2.26556 -4.33106 -1.68933
H 1.04475 -0.05292 -1.75232
H 0.50171 1.11091 0.36817
H -0.60860 -0.66561 3.33622
H -1.52527 1.58298 0.89945
H -1.54948 3.65445 2.99167
H -3.81213 2.80715 2.48142
H -3.56829 3.12751 0.75799
H -3.58596 5.21746 2.98210
H -4.87207 4.95638 1.80124
H -3.33139 5.55916 -0.03960
H -3.41273 6.86451 1.14530
H -1.31015 6.08267 2.18520
H -1.06153 6.40553 0.46730
H -0.00826 4.25450 1.14438
H -1.29750 3.99205 -0.03821
H -0.85193 -2.60424 2.01385
H -0.26168 -3.74047 -0.11630
*
```

Q: Which formula does entry 2 have?
A: C16H25GeN6PReS4Sb

Please write out number 1 again, unchanged.
This record from the OMol25 dataset describes C16H25GaN5O5 as an isolated structure at a distorted geometry. The level of theory is ωB97M-V with the def2-TZVPD basis set.

## Properties
ΔE to the lowest compared entry with this formula, charge and spin = 520.34 kJ/mol
Kohn-Sham gap (alpha / beta) = 6.6 / 5.6 eV

The geometry in ORCA input format:
```
! wB97M-V def2-TZVPD RIJCOSX def2/J DEFGRID3
* xyz 1 1
O 4.25820 2.36560 -1.79590
H 4.44990 2.76220 -2.65190
Ga 0.00000 0.00000 0.00000
N -1.74740 -0.48250 -0.77400
N 0.62420 -0.45490 -1.80580
O -3.02530 -0.46250 -0.18210
O 1.94180 -0.50560 -2.30470
C -1.69250 -0.88550 -1.99120
C -0.28340 -0.92910 -2.57660
C -2.87800 -1.34230 -2.84870
C -0.07470 -1.49390 -3.98660
H -3.81910 -0.90890 -2.51020
H -2.98320 -2.42620 -2.80940
H -2.76590 -1.04520 -3.89080
H 0.94200 -1.85630 -4.13630
H -0.26410 -0.72810 -4.73810
H -0.72770 -2.34300 -4.18660
H -2.84700 -0.15750 0.71970
H 2.42540 0.06670 -1.67780
O 0.21600 -2.32930 0.46580
H -0.60850 -1.77400 0.31290
H 0.96460 -1.83420 0.00810
C 2.97730 2.71440 -1.42950
H 2.77640 2.62810 -0.37110
H 2.22040 2.35390 -2.11150
H 2.91930 3.79350 -1.57430
O -0.94370 2.14530 -0.10390
H -1.26400 1.36860 -0.65990
H -0.79120 1.76050 0.80930
C -3.82570 -2.10080 4.01950
C -3.85270 -0.72120 3.79370
C -2.80350 -0.09040 3.10780
C -1.72400 -0.84900 2.61570
C -1.71030 -2.24260 2.87470
C -2.75270 -2.85800 3.56320
N -0.58620 -0.22020 2.00000
N 0.46120 -0.62380 2.57640
C 1.70110 -0.22280 2.09180
C 2.67380 -0.01950 3.08540
C 3.31590 1.21190 3.12510
C 2.80390 2.20880 2.30540
C 1.82790 1.86410 1.35670
N 1.56340 0.56650 1.02000
H -4.62800 -2.58430 4.56130
H -4.68410 -0.13730 4.16700
H -2.82590 0.98170 2.96170
H -0.87910 -2.85960 2.56420
H -2.71320 -3.92610 3.75340
H 2.77850 -0.67460 3.94070
H 4.01550 1.45850 3.91370
H 3.08970 3.24260 2.45510
H 1.29700 2.67080 0.86290
*
```

Please write out number 3 again, unchanged.
This record from the OMol25 dataset describes an isolated molecule of C16H25N3O2 at a distorted geometry. The level of theory is ωB97M-V with the def2-TZVPD basis set.

## Properties
ΔE to the lowest compared entry with this formula, charge and spin = 64.68 kJ/mol
Kohn-Sham gap = 8.9 eV

The geometry in ORCA input format:
```
! wB97M-V def2-TZVPD RIJCOSX def2/J DEFGRID3
* xyz 0 1
O -0.14364 -0.79035 2.22032
C -0.15139 -0.89049 1.00673
N -1.27686 -0.69525 0.25983
C -2.54549 -0.38935 0.88607
C -3.62547 -1.37075 0.41484
C -4.01535 -1.13174 -1.04185
C -4.47686 0.30811 -1.24466
C -3.38039 1.28279 -0.82598
C -2.99025 1.05492 0.63245
N 0.99011 -1.21012 0.31365
C 1.06400 -1.79333 -1.00408
C 2.17916 -1.09930 -1.81331
N 3.29563 -0.67922 -0.98021
C 3.40933 0.75578 -0.77722
C 2.22928 1.45806 -0.17714
C 1.98573 1.91838 1.08325
C 0.70892 2.52902 1.04791
C 0.27165 2.40090 -0.23130
O 1.18268 1.75607 -0.98269
C 3.41502 -1.49728 0.20485
C 2.17532 -1.46388 1.11638
H -1.19644 -0.49889 -0.72194
H -2.36992 -0.52658 1.95865
H -3.26232 -2.39203 0.54286
H -4.50600 -1.24403 1.04732
H -4.81477 -1.82076 -1.32286
H -3.16250 -1.33800 -1.69288
H -4.74288 0.47136 -2.29148
H -5.36876 0.48885 -0.64051
H -3.72784 2.31050 -0.95453
H -2.51033 1.14794 -1.47387
H -3.85213 1.26421 1.26893
H -2.18437 1.73070 0.92264
H 1.28948 -2.86584 -0.90722
H 0.11423 -1.70796 -1.52954
H 1.77777 -0.22631 -2.32901
H 2.55548 -1.79997 -2.57032
H 4.27888 0.92786 -0.13944
H 3.61012 1.19703 -1.76043
H 2.63237 1.83938 1.93305
H 0.19635 2.99264 1.86530
H -0.62364 2.72506 -0.72400
H 4.29388 -1.17554 0.76598
H 3.59559 -2.52066 -0.13950
H 2.07744 -2.41496 1.65896
H 2.24235 -0.66569 1.85652
*
```

Q: Which formula does entry 4 have?
A: C16H25N3O3S